Entry from the OMol25 dataset: a cluster of 15 separate species, C4H40N2O14 in total (ωB97M-V/def2-TZVPD).

Its HOMO-LUMO gap is 8.74 eV. For the electronic energy, the calculation gives -36441.2964 eV. Its energy above the lowest of the compared OMol25 structures with the same formula, charge and spin is 3.2014 eV. The value obtained for the LUMO energy is -0.01 eV.

Each line ends with the Mulliken charge.
Cartesian coordinates (Å):
N1 -0.31565 -0.62685 -0.81325  -0.46
C1 -1.00564 0.56381 -0.31834  0.05
C2 -0.97037 0.74001 1.23074  -0.28
N2 0.01047 1.53060 1.98836  0.30
C3 -0.66084 2.34568 3.03746  -1.40
C4 0.73807 2.55277 1.14880  -0.84
H1 0.52307 -0.50507 -1.36178  0.13
H2 -0.15432 -1.26120 -0.03288  0.18
H3 -2.04360 0.55120 -0.67145  -0.23
H4 -0.64146 1.49772 -0.76790  0.18
H5 -0.76548 -0.28209 1.64382  0.13
H6 -1.97941 0.86255 1.65195  0.31
H7 0.09194 2.87543 3.60330  0.51
H8 -1.38689 3.04794 2.63261  0.49
H9 -0.94617 1.66992 3.83636  0.32
H10 1.82875 2.54051 1.21773  0.24
H11 0.41779 3.55870 1.46633  0.29
H12 0.52089 2.52079 0.10396  0.30
H13 -1.21745 2.00456 -5.30094  0.27
H14 -1.28915 0.69788 -4.44575  0.31
O1 -0.89443 1.57778 -4.50542  -0.54
H15 4.76193 0.03578 -1.19545  0.41
H16 4.55490 1.47021 -1.57846  0.32
O2 5.01369 0.67927 -1.88254  -0.65
H17 0.88676 -2.72681 2.11898  0.30
H18 0.58557 -3.46253 0.88090  0.22
O3 0.17448 -2.80618 1.45369  -0.50
H19 1.57504 -1.22822 -4.52496  0.35
H20 1.00257 -0.38507 -5.63056  0.30
O4 1.42003 -1.23940 -5.48201  -0.64
H21 3.24463 -0.35926 -3.34935  0.30
H22 2.30928 0.85492 -2.83680  0.35
O5 2.36164 -0.08860 -3.08135  -0.62
H23 -3.44831 -0.58048 3.81814  0.30
H24 -3.30999 -1.98869 4.09500  0.41
O6 -3.11517 -1.13266 4.53960  -0.66
H25 2.32229 3.11240 -3.25812  0.28
H26 0.99987 2.38620 -3.00287  0.29
O7 1.90821 2.48820 -2.65230  -0.66
H27 0.93254 -1.05504 3.97258  0.28
H28 1.61691 0.11003 3.20013  0.28
O8 1.65411 -0.84527 3.37167  -0.63
H29 -2.55995 3.15242 -2.07823  0.29
H30 -3.65164 2.00645 -1.77284  0.31
O9 -3.30715 2.65064 -2.39950  -0.62
H31 5.17991 -1.76787 -0.19268  0.31
H32 3.79328 -1.90562 -1.08422  0.34
O10 4.27972 -1.47873 -0.37689  -0.79
H33 -3.87145 -3.25880 1.92908  0.31
H34 -2.66663 -3.18702 2.92008  0.33
O11 -3.62727 -3.12780 2.85389  -0.71
H35 2.97412 -1.93976 0.83103  0.35
H36 2.80198 -1.91569 2.27783  0.34
O12 2.62992 -2.51742 1.53911  -0.74
H37 -2.10200 -2.13824 -0.56111  0.29
H38 -1.78625 -2.53730 0.95316  0.26
O13 -2.46985 -2.38044 0.30482  -0.63
H39 -3.69307 -0.97240 0.37044  0.42
H40 -5.07227 -0.26198 -0.05065  0.27
O14 -4.16249 -0.12187 0.21703  -0.61

---

Entry from the OMol25 dataset: an isolated molecule of C6H7NO (ωB97M-V/def2-TZVPD).

Its HOMO-LUMO gap is 10.33 eV. Its SMILES is C1=C[C@H]2CON=C2C1. For the electronic energy, the calculation gives -9865.3349 eV. Its energy above the lowest of the compared OMol25 structures with the same formula, charge and spin is 7.3229 eV. The value obtained for the LUMO energy is 0.78 eV.

Each line ends with the Mulliken charge.
Cartesian coordinates (Å):
C1 0.30747 1.74156 1.26224  -0.32
C2 0.98581 1.52918 0.21125  -0.66
C3 0.40812 0.29750 -0.62181  0.49
C4 0.98804 -1.04578 -1.01932  -0.31
O1 -0.50174 -1.66465 -1.39335  -0.29
N1 -1.01104 -1.37955 -0.00088  -0.56
C5 -0.54606 -0.25140 0.21553  0.16
C6 -0.78341 0.75449 1.41225  -0.32
H1 0.32842 2.53560 1.99341  0.41
H2 1.80188 2.50025 -0.15373  0.16
H3 0.08994 1.05198 -1.55413  0.21
H4 1.83846 -1.46357 -1.93059  0.27
H5 1.51341 -1.30960 0.05817  0.24
H6 -1.95026 1.15586 1.36449  0.25
H7 -0.69049 0.35028 2.61457  0.25

---

Entry from the OMol25 dataset: a cluster of 7 separate species, C42H85NO8PS in total (ωB97M-V/def2-TZVPD).

Its HOMO-LUMO gap is 5.97 eV. For the electronic energy, the calculation gives -82918.1812 eV. The charge is +1. The value obtained for the LUMO energy is -3.19 eV.

Each line ends with the Mulliken charge.
Cartesian coordinates (Å):
C1 -8.38781 0.41493 -1.85733  -1.45
C2 -7.18185 1.35544 -1.91943  0.17
C3 -7.17010 2.21712 -3.16018  0.45
O1 -8.10993 2.88353 -3.46419  -0.51
O2 -6.01395 2.24275 -3.94071  -0.30
C4 -5.06906 3.13662 -3.36743  -0.65
C5 -3.73579 3.00808 -4.13652  -0.66
P1 -2.42358 2.51479 -2.97135  0.85
C6 -2.85699 0.86271 -2.40283  -0.77
C7 -1.88157 0.19502 -1.41022  0.38
C8 -0.50936 -0.28318 -1.92773  1.34
C9 -0.41495 -0.56423 -3.44171  -1.63
C10 -0.12608 -1.58408 -1.17802  -1.38
C11 -0.36615 -1.55360 0.35331  -0.25
C12 -1.32359 -2.59953 0.86480  -1.04
C13 -2.54219 -2.95039 0.28295  1.11
C14 -2.71473 -3.72908 -1.01213  -1.34
C15 -3.82737 -2.59703 0.99235  -1.25
C16 -2.37750 3.75470 -1.67828  -0.72
C17 -1.42374 3.41938 -0.54767  0.14
C18 -1.95817 3.22495 0.72234  -0.52
C19 -1.15866 2.94302 1.81672  -0.98
C20 0.22455 2.85994 1.64690  0.86
C21 1.08922 2.58377 2.85483  -1.25
C22 0.74979 3.03453 0.37583  -0.92
C23 -0.04938 3.32195 -0.71959  -0.05
N1 -0.95195 2.61044 -3.80148  -0.29
C24 -0.99876 2.39830 -5.01470  0.46
S1 -1.03270 1.87561 -6.46374  -0.22
H1 -8.21114 -0.44873 -2.49729  0.37
H2 -9.32135 0.91431 -2.10114  0.35
H3 -8.47708 0.04506 -0.83592  0.40
H4 -7.23170 2.03763 -1.06570  0.37
H5 -6.24101 0.81009 -1.81184  -0.02
H6 -4.93999 2.84822 -2.31551  0.18
H7 -5.41677 4.17202 -3.36127  0.44
H8 -3.86370 2.20059 -4.85773  0.59
H9 -3.47050 3.95170 -4.60918  0.58
H10 -3.80637 1.00155 -1.87307  -0.08
H11 -3.10632 0.25064 -3.27148  0.70
H12 -2.41557 -0.65327 -0.97122  -0.56
H13 -1.73916 0.90034 -0.59179  -0.20
H14 0.25491 0.45055 -1.65589  0.05
H15 0.20295 -1.45427 -3.57614  0.56
H16 0.12761 0.22686 -3.95509  0.28
H17 -1.36683 -0.79147 -3.92146  0.17
H18 -0.65977 -2.39453 -1.67286  0.60
H19 0.93288 -1.77302 -1.36176  0.46
H20 -0.65579 -0.56996 0.72762  0.04
H21 0.59947 -1.78003 0.81857  0.42
H22 -1.02292 -3.15085 1.75897  0.39
H23 -3.69520 -4.20615 -0.98717  0.48
H24 -2.71156 -3.11851 -1.92537  0.20
H25 -1.97314 -4.51812 -1.09080  0.33
H26 -3.68704 -2.46845 2.06643  0.38
H27 -4.55565 -3.41033 0.86915  0.43
H28 -4.26578 -1.72153 0.50920  0.16
H29 -3.36289 3.98629 -1.27722  0.68
H30 -2.03868 4.68422 -2.15668  -0.10
H31 -3.03242 3.30612 0.85995  0.40
H32 -1.63303 2.82470 2.78214  0.43
H33 1.05400 1.52594 3.11264  0.25
H34 2.10310 2.95454 2.73015  0.20
H35 0.64533 3.13241 3.68850  0.43
H36 1.82823 2.97634 0.26128  0.47
H37 0.37754 3.47799 -1.70287  0.53
C25 5.83756 3.56244 -0.11648  -1.37
C26 5.10566 3.25054 1.17964  0.57
C27 6.08111 2.96982 2.30892  -1.25
O3 4.24212 2.12329 0.99484  -0.41
H38 6.45270 2.71134 -0.42050  0.31
H39 5.12769 3.75525 -0.92284  0.34
H40 6.48371 4.43392 -0.00647  0.39
H41 4.45995 4.09062 1.44567  0.27
H42 6.69814 2.10520 2.07598  0.24
H43 5.54448 2.74006 3.22940  0.27
H44 6.73317 3.82686 2.48866  0.42
H45 4.79214 1.36711 0.76288  0.25
C28 5.82948 -2.15200 2.82279  -1.15
C29 6.96856 -1.18010 2.56044  0.53
C30 8.27993 -1.70805 3.12100  -1.36
O4 6.66822 0.09240 3.13906  -0.45
H46 5.69190 -2.29353 3.89778  0.18
H47 4.89053 -1.76557 2.42126  0.32
H48 6.02735 -3.12471 2.36942  0.40
H49 7.07056 -1.01194 1.48603  0.24
H50 8.20512 -1.83869 4.20377  0.28
H51 9.08877 -1.00162 2.93184  0.34
H52 8.54420 -2.66765 2.67406  0.39
H53 6.57609 -0.03554 4.08999  0.28
C31 6.28810 -5.92944 7.32994  -1.14
C32 5.72022 -4.79540 6.49315  0.37
C33 4.83326 -5.32768 5.37665  -1.20
O5 6.78388 -4.01880 5.93961  -0.53
H54 6.90632 -6.58983 6.71728  0.18
H55 6.92598 -5.53830 8.12330  0.32
H56 5.49100 -6.52150 7.78370  0.38
H57 5.14439 -4.11972 7.12737  0.29
H58 5.41047 -5.97105 4.70647  0.29
H59 4.43544 -4.50667 4.77786  0.26
H60 3.99732 -5.90467 5.77533  0.41
H61 7.30710 -4.59888 5.37551  0.35
C34 -8.79393 0.54975 -7.72866  -1.03
C35 -10.16710 0.68399 -7.08768  0.35
C36 -10.58104 2.14149 -6.97123  -1.12
O6 -10.15855 0.07462 -5.79549  -0.53
H62 -8.03841 1.05479 -7.11846  0.14
H63 -8.50714 -0.49997 -7.80094  0.31
H64 -8.77807 0.98470 -8.72888  0.37
H65 -10.90164 0.13838 -7.68061  0.31
H66 -9.87303 2.68530 -6.33864  0.24
H67 -11.56278 2.22656 -6.50529  0.31
H68 -10.61645 2.62605 -7.94794  0.37
H69 -9.51385 0.54789 -5.25853  0.28
C37 7.15348 -10.71105 7.47249  -1.44
C38 6.58704 -9.57306 6.63808  0.70
C39 5.69802 -10.09138 5.51789  -1.29
O7 7.65553 -8.79873 6.08638  -0.55
H70 7.76910 -11.36940 6.85352  0.35
H71 7.79174 -10.32117 8.26561  0.36
H72 6.35872 -11.30520 7.92535  0.37
H73 6.01444 -8.90007 7.27672  0.19
H74 6.27017 -10.73136 4.84067  0.34
H75 5.30615 -9.26214 4.92713  0.29
H76 4.85853 -10.66651 5.91080  0.37
H77 8.17115 -9.37998 5.51711  0.34
C40 -0.52548 7.85822 -3.90024  -1.20
C41 -1.69198 8.14648 -2.96656  0.54
C42 -1.92886 9.64063 -2.82159  -1.42
O8 -1.44665 7.56282 -1.68378  -0.52
H78 0.39650 8.29134 -3.50489  0.34
H79 -0.36330 6.78219 -3.99332  0.25
H80 -0.70160 8.27029 -4.89443  0.38
H81 -2.59604 7.66906 -3.35111  0.23
H82 -1.04796 10.12652 -2.39432  0.36
H83 -2.76408 9.83166 -2.14789  0.35
H84 -2.14552 10.10349 -3.78482  0.38
H85 -0.65208 7.97090 -1.32274  0.34